Entry 1:
{
  "formula": "C6H16NO",
  "method": "ωB97M-V/def2-TZVPD",
  "max_force_ha_per_bohr": 0.0504,
  "energy_ha": -367.942768,
  "orbital_gap_ev": 9.71,
  "e_homo_ha": -0.4767,
  "lumo_ha": -0.1197,
  "total_charge": 1,
  "elements": ["C", "C", "C", "C", "C", "C", "N", "H", "H", "H", "H", "H", "H", "H", "H", "H", "H", "H", "H", "H", "H", "H", "H", "O"],
  "xyz": [[-2.01126, -0.29013, 0.67024], [-1.69699, 0.15229, -0.77172], [-0.43293, -0.39824, -1.48283], [2.26003, 2.07450, 0.00655], [1.03467, 1.22695, -0.19718], [0.82118, 0.38319, -1.19426], [-1.30706, -1.54319, 1.12150], [-1.72450, 0.47387, 1.36882], [-3.05241, -0.53130, 0.75087], [-2.56447, -0.05179, -1.38359], [-1.58845, 1.22035, -0.81179], [-0.35736, -1.44957, -1.24321], [-0.64889, -0.27933, -2.49229], [1.94032, 3.10511, 0.15301], [2.85120, 1.73322, 0.85934], [2.86004, 2.11277, -0.90510], [0.28218, 1.33491, 0.58923], [1.57233, 0.33782, -1.98137], [-1.58044, -2.32750, 0.52144], [-1.51128, -1.77399, 2.09601], [-0.27231, -1.54960, 1.08642], [1.74027, -1.98170, 0.63013], [1.98184, -0.61019, 1.28949], [1.40429, -1.36845, 1.32027]],
  "atomic_forces_ev_per_a": [[0.7707, 0.0493, -0.4524], [0.3464, -0.4539, -0.1224], [-0.4553, 0.7718, 2.4301], [-0.3969, 0.0801, -0.7062], [-0.0696, 0.0355, 0.4497], [0.1931, 0.1489, -0.4883], [-0.1164, -0.8188, -0.3871], [-0.0665, 0.2553, 0.4231], [-0.5515, 0.1611, 0.2753], [-0.1927, -0.3248, -0.1744], [-0.1403, 0.5909, 0.3411], [0.4045, -0.5396, -0.3398], [-0.1937, -0.2174, -1.9717], [0.0897, 0.0566, 0.4082], [0.0555, 0.2115, -0.0498], [0.1837, -0.3193, 0.1852], [0.0217, -0.0189, -0.1396], [0.0642, -0.1610, 0.1096], [-0.2427, 0.0271, 0.3268], [-0.3522, 0.0028, -0.1492], [0.4660, 0.9302, -0.0385], [0.0360, 0.6013, 0.6624], [0.2318, 0.4798, -0.1184], [-0.0855, -1.5485, -0.4736]]
}

---

Entry 2:
{
  "formula": "C6H8NO4S",
  "method": "ωB97M-V/def2-TZVPD",
  "max_force_ha_per_bohr": 0.1011,
  "energy_ha": -987.228095,
  "orbital_gap_ev": [7.03, 7.03],
  "e_homo_ha": [-0.1308, -0.1309],
  "lumo_ha": [0.1276, 0.1276],
  "total_charge": -1,
  "elements": ["C", "C", "C", "C", "C", "C", "N", "O", "O", "O", "O", "S", "H", "H", "H", "H", "H", "H", "H", "H"],
  "xyz": [[2.85408, 0.70968, -0.79744], [1.62832, 1.33149, -1.06188], [2.59170, -0.41627, -0.13744], [0.66783, 0.59991, -0.47489], [0.60800, -1.45969, 0.88547], [-1.90125, 1.37515, 0.02868], [1.24541, -0.42530, 0.21454], [-3.79103, -0.06790, -1.01946], [-1.79484, -1.24033, -0.96348], [-2.77864, -0.81359, 1.15971], [-2.04229, 1.68726, 1.22355], [-2.59525, -0.26619, -0.31564], [3.87782, 1.06346, -1.00602], [1.50603, 2.10600, -1.75623], [3.33960, -0.99939, 0.30456], [-0.38075, -1.48837, 0.28850], [1.21751, -2.45279, 0.79241], [0.39646, -1.22304, 1.89043], [-1.84495, 2.04160, -0.90549], [-2.80376, -0.06168, 1.65014]],
  "atomic_forces_ev_per_a": [[1.9884, 1.0123, -1.2591], [0.7832, 0.3779, -0.3616], [-0.3296, -0.2013, 1.7675], [-4.1000, 0.2036, 1.2710], [-1.7720, -2.6273, -2.0730], [1.0854, 0.1658, 0.6278], [2.9081, 1.1728, -1.9986], [-3.2411, 1.2377, -0.4271], [1.0209, -0.7869, -0.4012], [-0.2731, -3.3148, -2.6711], [0.1315, 0.4241, -1.5007], [2.0870, -1.3659, -0.9176], [-0.6568, -0.2661, -0.2189], [-0.3764, 1.2237, -0.5628], [0.5980, -1.2691, 0.7657], [1.5356, -1.0111, 1.5446], [-1.2229, 1.7192, 0.2230], [-0.1052, 0.1117, 1.4790], [0.0065, -0.8672, 1.4645], [-0.0675, 4.0609, 3.2486]]
}

---

Entry 3:
{
  "formula": "C4H7F2NO",
  "method": "ωB97M-V/def2-TZVPD",
  "max_force_ha_per_bohr": 0.0633,
  "energy_ha": -486.153041,
  "orbital_gap_ev": [7.72, 8.13],
  "e_homo_ha": [-0.2617, -0.2682],
  "lumo_ha": [0.0219, 0.0305],
  "elements": ["C", "C", "C", "C", "N", "O", "F", "F", "H", "H", "H", "H", "H", "H", "H"],
  "xyz": [[-0.88315, -0.05776, 1.30344], [-0.34218, -0.61037, -0.05502], [-1.45961, 0.45117, 0.00368], [1.85929, 0.63330, -0.76562], [-0.44885, -1.88122, -0.58126], [2.48359, 1.25620, 0.27522], [-2.69600, 0.14445, -0.46208], [-1.12995, 1.69355, -0.40573], [-1.42148, -0.59557, 2.08324], [-0.30364, 0.72763, 1.88425], [1.08713, 1.15801, -1.34137], [2.45485, -0.21203, -1.15908], [0.06734, -2.71686, -0.35170], [-1.27661, -1.93674, -1.12853], [2.00927, 1.94621, 0.70056]],
  "atomic_forces_ev_per_a": [[0.7374, 1.5291, 0.4872], [0.4319, 1.8774, 1.2714], [1.9827, -2.5641, -0.3047], [-1.2455, -0.5787, 0.5715], [-0.6575, 0.8491, -0.1363], [0.9039, -1.3956, -0.7515], [0.0809, 0.1231, 0.4260], [-0.2739, 0.3314, 0.1090], [-0.3938, -0.4939, -0.7216], [-0.2552, -0.8612, -1.0951], [0.7960, -0.1384, 0.1280], [-0.6177, 0.7820, 0.2131], [-0.1367, 0.5470, 0.3063], [-0.3215, -0.8924, -0.6215], [-1.0311, 0.8852, 0.1182]]
}

---

Entry 4:
{
  "formula": "C3H4BrN",
  "method": "ωB97M-V/def2-TZVPD",
  "max_force_ha_per_bohr": 0.0648,
  "energy_ha": -2745.299789,
  "orbital_gap_ev": [8.28, 6.93],
  "e_homo_ha": [-0.3199, -0.3002],
  "lumo_ha": [-0.0158, -0.0454],
  "elements": ["C", "C", "C", "N", "Br", "H", "H", "H", "H"],
  "xyz": [[-0.13472, 1.21359, -0.07255], [-1.50113, 1.14001, -0.11949], [1.12066, -1.86705, 0.03815], [0.98934, 1.48065, 0.15039], [2.30446, -0.48265, -0.06621], [-2.06946, 0.87945, 0.77118], [-1.99433, 1.53721, -0.98379], [0.32677, -1.76124, -0.71994], [0.95842, -2.13998, 1.00226]],
  "atomic_forces_ev_per_a": [[-0.8582, 0.7884, 0.7858], [0.5892, -0.1604, 0.1284], [0.0117, 1.5600, -2.9453], [-0.6117, 1.0735, -0.0959], [1.1006, -1.4515, -0.3234], [0.2478, -0.0107, -0.2879], [-0.2568, -0.1337, -0.2723], [0.4670, -0.5630, 0.5398], [-0.6897, -1.1026, 2.4709]]
}

---

Entry 5:
{
  "formula": "C44H37AsBCl2F2FeN3O7P",
  "method": "ωB97M-V/def2-TZVPD",
  "s2": 8.79,
  "max_force_ha_per_bohr": 0.0262,
  "energy_ha": -7375.821823,
  "multiplicity": 6,
  "orbital_gap_ev": [5.66, 7.48],
  "e_homo_ha": [-0.2094, -0.2756],
  "lumo_ha": [-0.0014, -0.0006],
  "elements": ["Fe", "Cl", "C", "C", "C", "Cl", "C", "C", "C", "C", "N", "C", "C", "O", "H", "H", "H", "H", "O", "C", "O", "C", "C", "C", "C", "C", "C", "N", "O", "O", "H", "H", "H", "H", "N", "C", "C", "O", "O", "H", "H", "H", "H", "H", "C", "C", "As", "C", "C", "C", "C", "C", "C", "C", "C", "C", "C", "C", "C", "P", "C", "C", "C", "C", "C", "C", "C", "C", "C", "C", "C", "C", "H", "H", "H", "H", "H", "H", "H", "H", "H", "H", "H", "H", "H", "H", "H", "H", "H", "H", "H", "H", "H", "H", "H", "H", "F", "B", "F"],
  "xyz": [[0.06667, 0.16507, -0.18378], [-0.29608, 4.75592, -2.01805], [-1.28134, 4.13583, -0.73222], [-2.25479, 4.96920, -0.15131], [-3.03732, 4.52724, 0.87351], [-4.23042, 5.58941, 1.56979], [-2.88091, 3.21340, 1.37691], [-3.59951, 2.65968, 2.45802], [-3.34772, 1.37338, 2.84852], [-2.39332, 0.61832, 2.14235], [-1.70113, 1.11247, 1.14533], [-1.91632, 2.39044, 0.76405], [-1.08043, 2.83462, -0.31045], [-0.20907, 2.01991, -0.81428], [-2.37565, 5.97568, -0.52809], [-4.34259, 3.26180, 2.96336], [-3.87071, 0.92870, 3.68397], [-2.20890, -0.41928, 2.39898], [-1.77200, -2.48636, -1.97360], [-1.63095, -2.47149, -0.58420], [-0.82446, -1.64991, -0.03014], [-2.39698, -3.40957, 0.10761], [-3.29358, -4.33734, -0.49657], [-3.99403, -5.23090, 0.28338], [-3.86672, -5.25473, 1.67426], [-3.00200, -4.33002, 2.25645], [-2.27927, -3.43050, 1.52439], [-2.84260, -4.31318, 3.72495], [-2.07177, -3.50390, 4.21289], [-3.49036, -5.10656, 4.37491], [-3.40288, -4.34362, -1.57163], [-4.66238, -5.93908, -0.18934], [-4.40762, -5.95593, 2.28958], [-1.60281, -2.74779, 2.01329], [0.87816, -0.94505, 4.66683], [1.52448, 0.26469, 4.16510], [1.29190, 0.38108, 2.66836], [1.80336, 1.19907, 1.94926], [0.42781, -0.51836, 2.19319], [1.51883, -1.72887, 4.69436], [0.12933, -1.04430, 2.97827], [0.47747, -0.82568, 5.58555], [2.59921, 0.31261, 4.34590], [1.07614, 1.14947, 4.61824], [3.96024, 0.61317, -1.01855], [5.18846, -0.24207, -1.29464], [6.63650, 0.81158, -2.12201], [7.75024, -0.70195, -2.66624], [8.62523, -0.51459, -3.73569], [9.44982, -1.54156, -4.16618], [9.41779, -2.77455, -3.52575], [8.56153, -2.96799, -2.45346], [7.73667, -1.93446, -2.02176], [5.73686, 1.04824, -3.84352], [5.32901, -0.03643, -4.61859], [4.69556, 0.16831, -5.83435], [4.46093, 1.46103, -6.28931], [4.86047, 2.54606, -5.52479], [5.49835, 2.33821, -4.30685], [2.44100, -0.36434, -0.64799], [2.94199, -1.53465, 0.66159], [3.91446, -1.21101, 1.60438], [4.19488, -2.07852, 2.65322], [3.47353, -3.25698, 2.79483], [2.45900, -3.55722, 1.89406], [2.19552, -2.70234, 0.83474], [2.39226, -1.37282, -2.17950], [2.87462, -2.67039, -2.32691], [2.82841, -3.29476, -3.56655], [2.30038, -2.63227, -4.66518], [1.82063, -1.33703, -4.52888], [1.86777, -0.71139, -3.29255], [3.69878, 1.20575, -1.89964], [4.12696, 1.30943, -0.19332], [4.94999, -1.05243, -1.98424], [5.57001, -0.69393, -0.38058], [8.65118, 0.44244, -4.24527], [10.11976, -1.38239, -5.00157], [10.06159, -3.57830, -3.85891], [8.53151, -3.92509, -1.94806], [7.08144, -2.10533, -1.17674], [5.51570, -1.04979, -4.27825], [4.38731, -0.68271, -6.42863], [3.97427, 1.61969, -7.24332], [4.68155, 3.55410, -5.87638], [5.81536, 3.18716, -3.71183], [4.43784, -0.26457, 1.54448], [4.97420, -1.82856, 3.36247], [3.69357, -3.93231, 3.61228], [1.86104, -4.45031, 2.02487], [1.37634, -2.91844, 0.15897], [3.29425, -3.19804, -1.47979], [3.21843, -4.29874, -3.67592], [2.25727, -3.12680, -5.62732], [1.40142, -0.81567, -5.37935], [1.48769, 0.29942, -3.18179], [-1.01880, -0.27576, -2.40950], [-1.43185, -1.49019, -2.80915], [-1.55042, -1.65049, -4.11832]],
  "atomic_forces_ev_per_a": [[-1.0783, 0.5290, 0.6059], [-0.0651, 0.0180, 0.0328], [0.0373, 0.0675, -0.0646], [0.0508, 0.0142, -0.0542], [-0.0194, 0.0239, 0.0279], [0.0381, -0.0388, -0.0051], [-0.0632, 0.0221, 0.0671], [0.0094, 0.0176, -0.0259], [-0.0067, -0.0259, -0.0157], [-0.0653, 0.0226, -0.0154], [0.0632, -0.3070, -0.0373], [-0.0314, -0.0383, 0.0387], [0.0814, -0.0242, -0.1160], [0.4625, -0.2473, -0.1243], [0.0146, -0.0109, -0.0053], [0.0171, 0.0000, 0.0174], [-0.0357, -0.0217, -0.0406], [-0.0030, 0.0054, 0.0096], [0.1528, 0.0362, 0.0628], [-0.0952, 0.1048, -0.2642], [0.4599, 0.3192, -0.2386], [-0.0572, -0.0467, 0.2537], [0.0662, -0.0257, 0.0538], [0.0184, 0.0126, 0.0107], [-0.0915, -0.0858, 0.1159], [-0.0127, -0.0329, -0.1089], [0.1527, 0.0690, -0.0153], [-0.0351, -0.0178, -0.0553], [0.0399, 0.0495, -0.0098], [-0.0119, -0.0298, -0.0131], [-0.0207, 0.0023, 0.0035], [0.0012, 0.0114, -0.0160], [-0.0179, 0.0120, -0.0145], [-0.0175, -0.0080, 0.0006], [0.0976, 0.0268, -0.0003], [-0.0328, -0.1035, 0.0319], [-0.0921, -0.0576, 0.0954], [-0.0158, 0.0536, 0.0013], [0.2595, 0.2403, 0.0072], [-0.0103, -0.0026, 0.0106], [0.0250, -0.1134, -0.0394], [-0.0451, -0.0042, -0.0192], [0.0176, 0.0303, -0.0336], [0.0047, 0.0051, 0.0081], [-0.1096, 0.1525, 0.2664], [-0.0235, -0.0868, -0.0087], [-0.0178, -0.0303, -0.0363], [0.0894, -0.0088, 0.0008], [-0.0162, 0.0029, 0.0101], [0.0077, -0.0204, 0.0236], [-0.0147, 0.0129, 0.0089], [0.0099, 0.0337, 0.0085], [-0.0180, 0.0130, -0.0081], [0.0054, 0.0239, -0.0597], [-0.0125, 0.0135, 0.0040], [0.0174, 0.0282, 0.0189], [0.0277, -0.0181, 0.0019], [-0.0122, -0.0064, 0.0081], [-0.0110, -0.0159, 0.0423], [0.2171, -0.7502, -0.4754], [-0.1395, 0.0576, 0.0496], [0.0219, -0.0229, -0.0059], [-0.0604, 0.0280, 0.0254], [-0.0002, 0.0397, 0.0191], [-0.0155, 0.0070, -0.0092], [0.0342, 0.0158, 0.0093], [-0.0377, 0.0336, -0.0066], [0.0253, 0.0122, -0.0189], [0.0428, 0.0069, -0.0012], [-0.0289, 0.0046, -0.0215], [-0.0103, 0.0016, 0.0440], [-0.0134, -0.0623, 0.0551], [-0.0489, 0.0672, 0.0478], [-0.0212, 0.0823, -0.0583], [0.0065, -0.0078, -0.0070], [0.0050, 0.0348, 0.0266], [0.0072, -0.0098, -0.0231], [-0.0068, 0.0087, -0.0006], [-0.0080, 0.0024, -0.0107], [0.0072, 0.0058, 0.0072], [-0.0172, -0.0268, -0.0155], [-0.0028, 0.0019, -0.0049], [-0.0072, 0.0045, 0.0005], [-0.0115, 0.0013, 0.0106], [-0.0028, -0.0020, 0.0083], [-0.0020, 0.0139, -0.0165], [0.0616, -0.0428, -0.0447], [-0.0077, 0.0048, 0.0054], [-0.0042, -0.0047, -0.0078], [0.0204, -0.0097, -0.0271], [0.0159, -0.0442, 0.0038], [0.0136, 0.0136, -0.0048], [-0.0361, -0.0125, 0.0162], [0.0064, -0.0016, 0.0067], [0.0097, 0.0059, -0.0013], [-0.0300, 0.0052, -0.0466], [-0.0080, -0.0940, 0.0763], [-0.0274, 0.2377, -0.0192], [-0.0150, -0.1515, 0.0120]]
}

---

Entry 6:
{
  "formula": "C3H3N3O",
  "method": "ωB97M-V/def2-TZVPD",
  "max_force_ha_per_bohr": 0.0982,
  "energy_ha": -355.544868,
  "smiles": "Oc1cncnn1",
  "orbital_gap_ev": 9.57,
  "e_homo_ha": -0.3625,
  "lumo_ha": -0.0108,
  "elements": ["O", "C", "C", "N", "C", "N", "N", "H", "H", "H"],
  "xyz": [[-2.23691, 0.03403, -0.09954], [-0.89610, 0.09109, -0.05300], [-0.11159, 1.19429, 0.14563], [1.18108, 1.12622, 0.01129], [1.68568, -0.09479, -0.10904], [1.08426, -1.22948, 0.11795], [-0.25726, -1.10453, -0.02240], [-2.50876, -0.95342, 0.42412], [-0.45041, 2.18277, 0.02315], [2.72997, -0.19059, -0.30048]],
  "atomic_forces_ev_per_a": [[-1.0530, -3.4683, 2.2282], [1.0110, -3.5128, 0.8818], [-0.1503, 1.3820, -1.5987], [0.8290, -0.4905, -0.5166], [1.6104, 0.3734, 1.0794], [-2.7642, 0.3618, -1.6955], [-0.4792, -0.1470, 1.2724], [1.3047, 4.1432, -2.5769], [-1.0712, 1.1594, 0.8152], [0.7627, 0.1988, 0.1106]]
}